(1)
This record from the OMol25 dataset describes a cluster of 2 separate species, CH4F2Si in total at a distorted geometry. The level of theory is ωB97M-V/def2-TZVPD.

ORCA input file:
```
! RIJCOSX wB97M-V def2-TZVPD def2/J DEFGRID3
* xyz 0 1
C -0.58 -0.13 0.38
F 1.68 1.43 -0.06
F 1.98 -0.87 0.40
Si 1.05 0.34 0.96
H -1.08 0.91 0.37
H -0.97 -0.34 -0.87
H -1.04 -0.79 1.05
H -1.05 -0.54 -2.23
*
```

## Properties
HOMO energy (spin up / spin down) in eV: -9.3 / -10.3
Energy relative to the best compared isomer or geometry (same formula, charge and spin) in eV: 5.3082
Largest force on an atom in eV/A: 4.933
Kohn-Sham gap (spin up / spin down) in eV: 7.90 / 8.44

=====

(2)
This record from the OMol25 dataset describes an isolated molecule of C17H11F3N2O4S at a distorted geometry. The level of theory is ωB97M-V/def2-TZVPD.

ORCA input file:
```
! RIJCOSX wB97M-V def2-TZVPD def2/J DEFGRID3
* xyz 0 1
O -5.69 -2.34 -0.18
C -4.97 -1.39 -0.03
O -5.44 -0.14 0.09
C -3.50 -1.46 0.06
C -2.89 -2.71 -0.02
C -1.51 -2.81 0.05
C -0.78 -1.63 0.20
N -1.35 -0.44 0.27
C -2.67 -0.34 0.19
S -3.29 1.29 0.25
C -1.69 2.18 0.35
C -1.05 2.19 1.73
C 0.41 1.87 1.48
O 1.31 1.91 2.28
N 0.55 1.54 0.14
C 1.76 1.07 -0.43
C 2.13 1.47 -1.70
C 3.29 0.99 -2.27
C 4.11 0.11 -1.56
C 3.73 -0.28 -0.29
C 4.58 -1.23 0.51
F 5.32 -0.60 1.44
F 3.85 -2.15 1.16
F 5.45 -1.91 -0.25
C 2.56 0.19 0.29
C -0.65 1.58 -0.57
O -0.77 1.35 -1.75
H -6.41 -0.13 0.02
H -3.51 -3.58 -0.13
H -1.01 -3.76 0.00
H 0.30 -1.63 0.27
H -1.94 3.19 0.00
H -1.46 1.41 2.37
H -1.15 3.14 2.26
H 1.49 2.14 -2.26
H 3.58 1.30 -3.26
H 5.02 -0.27 -2.00
H 2.29 -0.11 1.29
*
```

## Properties
Structure (SMILES): O=C(O)c1cccnc1S[C@H]1CC(=O)N(c2cccc(C(F)(F)F)c2)C1=O
HOMO energy in eV: -9.1
Energy relative to the best compared isomer or geometry (same formula, charge and spin) in eV: 0.0594
Largest force on an atom in eV/A: 1.079
Kohn-Sham gap in eV: 8.87